# 1
The following is a DFT calculation (ωB97M-V/def2-TZVPD) of 2 unconnected molecules or ions with the total composition C3F3O2 in a non-equilibrium geometry.

Geometry as ORCA input:
```
! RIJCOSX wB97M-V def2-TZVPD def2/J DEFGRID3
* xyz -1 3
F 1.452 1.209 -0.022
F -2.969 -0.031 -0.726
F -1.819 1.524 -1.327
O 1.030 -1.125 -0.447
O 2.201 -1.618 1.494
C 1.452 -1.044 0.804
C 0.619 0.029 0.424
C -2.288 0.980 -0.194
*
```

Results
- LUMO level (alpha / beta) (eV) = 3.95 / 1.65



# 2
The following is a DFT calculation (ωB97M-V/def2-TZVPD) of 2 unconnected molecules or ions with the total composition C3F4O2 in a non-equilibrium geometry.

Geometry as ORCA input:
```
! RIJCOSX wB97M-V def2-TZVPD def2/J DEFGRID3
* xyz 0 1
F 1.424 -2.900 1.173
F -1.553 2.732 -1.459
F -1.622 0.676 -0.596
F -0.470 -2.484 2.104
O 1.516 1.587 -1.524
O 0.616 -0.819 1.132
C -0.867 1.672 -1.014
C 0.542 -1.977 1.411
C 0.415 1.512 -1.226
*
```

Results
- structure (SMILES) = O=C=C(F)F.O=C(F)F
- LUMO level (eV) = -0.06
- relative energy (zero: lowest compared OMol25 entry of this formula, charge and spin) (eV) = 1.694



Calculated electronic energy (hartree), listed in the same order as above: -564.180463 -664.184895